No. 1
Entry from the Open Molecules 2025 dataset: a structure of composition C42H47BN4O3PSTc (ωB97M-V/def2-TZVPD).

Results
**Charge**: +1
**Gap between HOMO and LUMO (alpha / beta)**: 7.4 / 7.1 eV
**Spin multiplicity**: 2
**HOMO energy (alpha / beta)**: -9.6 / -9.5 eV
**Energy above the lowest of the compared OMol25 structures with the same formula, charge and spin**: 13.8 kcal/mol

Last column: Mulliken charge in e.
Geometry (Å):
Tc -0.8148 0.6391 1.9529  -0.003
S 6.8521 -4.1687 3.0279  -0.100
P -0.7692 2.4217 -0.9805  1.430
O 7.4288 -5.3946 5.2124  -0.530
O -0.9291 -0.5144 -1.8385  0.064
O -2.5163 -0.9894 -0.2350  -0.522
N -0.0726 2.3510 3.5545  0.124
N -0.5246 -0.3833 3.9636  -0.315
N -2.6804 1.7170 2.6806  -0.244
N -1.3455 1.2079 -0.0744  0.763
C -2.8812 5.9291 -1.0349  -0.814
C -1.3644 -2.4984 -3.2565  -0.601
C -1.5946 4.3276 0.8223  -0.235
C -1.5786 3.9679 -0.5233  0.312
C 4.3441 -1.0617 2.3621  -0.233
C 5.4605 -1.8091 2.7026  -0.403
C 0.6680 1.6151 4.5870  -0.804
C -1.8234 1.7449 -5.3698  -0.600
C -2.5451 2.3935 3.9754  -0.777
C -3.1069 -3.9271 -2.4076  -0.333
C -2.1659 -3.6424 -3.3966  0.450
C 0.9368 -0.2852 1.5732  -0.782
C -0.5098 2.0257 -5.0267  -0.829
C 6.6628 -4.5835 4.7753  0.589
C 0.9886 2.6679 -0.7890  0.200
C -2.5025 -1.9991 -1.1887  1.304
C -0.1292 0.4462 5.1077  -0.619
C -2.0019 -3.6839 -5.8997  -1.641
C -0.1653 2.2397 -3.6977  -0.367
C -3.2935 -3.1123 -1.2858  -1.913
C 1.9694 -0.9262 1.7049  0.421
C -1.2183 3.1409 4.0429  -0.654
C 5.4280 -3.1973 2.6042  -0.538
C -0.6060 -5.2370 -4.5085  -1.585
C -1.5576 -1.7060 -2.1569  -0.584
C -2.4724 1.9032 -3.0626  0.016
C -3.0595 -5.6046 -4.7380  -2.125
C -2.9262 6.2571 0.3111  -0.700
C -2.2681 5.4617 1.2428  -1.020
C 3.1840 1.6889 -0.8270  -0.800
C 3.7386 2.9489 -0.6353  -0.729
C 5.6138 -3.8999 5.6184  -0.717
C 1.8084 1.5430 -0.9100  -0.144
C -2.8080 1.6848 -4.3867  -0.955
C 3.1760 -3.0778 1.7610  -0.550
C 4.2905 -3.8263 2.1083  -0.300
C -2.2053 4.7887 -1.4576  -0.705
C -1.9692 -4.5379 -4.6230  2.121
C 2.9233 4.0664 -0.5068  -0.832
C 1.5435 3.9286 -0.5767  -0.713
C -1.1455 2.1776 -2.7160  -0.007
C 3.1766 -1.6866 1.9088  0.387
B -1.5731 -0.0680 -0.6834  0.582
H 0.9036 4.7964 -0.4688  0.495
H 0.5753 2.9388 3.0475  0.169
H -4.0538 -5.1531 -4.7997  0.447
H 0.2516 2.0764 -5.7949  0.444
H 0.9533 2.2560 5.4275  0.447
H -0.4189 -5.8544 -5.3914  0.437
H -1.2913 4.0373 3.4336  0.398
H -0.6130 -2.2306 -3.9912  0.498
H 0.4751 -0.1051 5.8284  0.457
H 0.2546 -0.9794 3.6952  0.207
H 1.5772 1.2377 4.1141  0.334
H -2.8667 2.3882 1.9391  0.142
H 3.8254 0.8190 -0.9114  0.498
H -3.4810 1.0937 2.6909  0.238
H -0.5789 -5.8827 -3.6272  0.365
H -1.1508 -3.0012 -5.9599  0.330
H -2.1725 4.5428 -2.5105  0.446
H 4.2817 -4.9040 2.0046  0.459
H 2.2840 -3.5640 1.3861  0.497
H 1.3683 0.5651 -1.0658  0.498
H 3.3595 5.0462 -0.3589  0.459
H -3.3766 6.5585 -1.7632  0.458
H 4.3606 0.0184 2.4540  0.508
H -2.9195 -3.0895 -5.9408  0.359
H -2.8986 -6.1890 -5.6462  0.437
H -1.2912 -0.9978 4.2072  0.216
H 6.3599 -1.3223 3.0593  0.431
H -3.3537 3.1019 4.1596  0.477
H 0.8632 2.4503 -3.4280  0.431
H -3.2364 1.8497 -2.2924  0.510
H -3.8351 1.4701 -4.6541  0.460
H -3.0404 -6.2975 -3.8931  0.411
H -1.0182 0.7826 5.6365  0.245
H 0.2053 -4.5100 -4.4189  0.329
H -1.9734 -4.3277 -6.7825  0.459
H -3.4706 7.1348 0.6374  0.414
H 6.1244 -3.4122 6.4494  0.283
H 4.8157 3.0603 -0.5928  0.426
H -2.0849 1.5670 -6.4049  0.427
H -3.7380 -4.8000 -2.4997  0.424
H -1.0610 3.4680 5.0749  0.427
H -2.5975 1.6392 4.7551  0.320
H 5.0272 -3.1714 5.0703  0.194
H -1.0537 3.7046 1.5219  0.438
H -2.2817 5.7369 2.2911  0.456
H 4.9596 -4.6637 6.0401  0.264
H -4.0374 -3.3475 -0.5347  0.490

Cartesian forces, eV/Å:
-0.166 0.922 1.717
0.034 -0.067 0.051
-0.100 -0.095 0.177
0.006 0.050 0.027
-0.159 -0.359 0.038
0.063 0.000 0.200
-0.388 -0.849 -0.908
-0.215 -0.077 -0.416
-0.331 -0.301 -0.337
0.134 0.063 -0.236
0.033 -0.029 -0.012
0.116 -0.038 -0.125
0.042 0.058 -0.014
-0.061 0.008 -0.029
0.038 0.024 0.007
-0.066 0.046 -0.065
0.274 0.063 0.057
-0.012 -0.020 0.063
0.221 0.000 -0.048
-0.028 0.026 0.034
-0.019 0.004 0.014
0.251 -0.169 0.084
0.000 -0.013 -0.038
-0.047 0.030 -0.047
0.066 -0.058 -0.035
0.056 0.055 0.036
-0.002 0.088 0.009
-0.047 0.053 -0.005
0.022 0.068 0.015
-0.051 -0.071 0.068
0.316 -0.161 -0.206
0.037 -0.032 0.108
0.066 0.002 -0.001
0.002 -0.003 0.012
0.070 0.178 0.081
0.061 -0.018 -0.019
-0.021 0.009 0.025
-0.035 0.011 -0.012
0.007 -0.014 0.011
0.003 -0.044 -0.020
0.005 0.006 -0.012
0.025 -0.037 -0.013
0.037 0.092 -0.014
0.010 0.011 0.004
0.004 -0.021 0.020
-0.098 0.092 -0.038
-0.005 0.011 0.067
0.039 0.006 0.028
-0.023 0.006 0.028
0.064 -0.023 -0.017
-0.099 0.019 -0.033
-0.176 0.052 0.149
0.153 0.387 -0.412
0.041 -0.006 -0.057
0.020 0.095 0.040
0.053 -0.052 0.004
-0.018 -0.012 0.035
0.001 0.122 -0.046
-0.005 0.042 0.041
0.028 0.071 0.052
-0.079 -0.025 0.057
0.016 -0.075 0.016
0.029 -0.062 -0.099
-0.004 0.031 0.011
-0.027 -0.001 -0.012
-0.058 0.051 -0.001
-0.065 0.042 0.022
0.012 0.028 -0.040
-0.061 -0.042 0.005
-0.033 -0.008 0.013
-0.009 0.023 -0.006
0.024 -0.009 0.029
0.039 0.011 0.029
-0.003 -0.033 0.011
0.017 -0.020 0.021
0.001 -0.047 0.024
0.061 -0.045 -0.024
-0.006 0.016 0.042
-0.046 -0.085 0.053
-0.028 -0.003 -0.013
-0.066 0.048 0.012
-0.051 -0.015 -0.037
0.020 0.010 -0.046
0.041 -0.010 -0.003
-0.016 0.035 -0.056
-0.025 0.005 0.022
-0.035 -0.052 -0.030
0.031 0.034 0.056
0.052 -0.017 -0.021
0.023 -0.016 -0.028
-0.052 0.000 0.027
0.001 0.022 0.012
0.046 0.030 -0.012
0.100 0.039 0.011
-0.056 -0.067 0.009
-0.045 0.019 -0.005
-0.019 -0.019 -0.022
0.003 0.005 -0.026
0.018 -0.011 -0.040
0.028 0.012 -0.050


No. 2
Entry from the Open Molecules 2025 dataset: a structure of composition Cl2O3S2 (ωB97M-V/def2-TZVPD).

Results
**Charge**: 0
**Gap between HOMO and LUMO (alpha / beta)**: 7.1 / 7.4 eV
**Spin multiplicity**: 1
**HOMO energy (alpha / beta)**: -10.2 / -10.3 eV
**Energy above the lowest of the compared OMol25 structures with the same formula, charge and spin**: 25.4 kcal/mol

Last column: Mulliken charge in e.
Geometry (Å):
Cl -2.0968 -1.1930 0.7897  -0.074
Cl 2.0009 0.4703 -1.4907  -0.183
S -0.0983 -1.5846 0.5347  0.587
S 0.1279 0.8645 -0.5468  0.780
O -0.8256 1.1504 -1.5792  -0.394
O 0.3554 1.8350 0.4828  -0.409
O 0.5365 -1.5425 1.8096  -0.307

Cartesian forces, eV/Å:
0.261 -0.193 -0.064
-0.575 0.127 0.282
-0.726 1.588 -1.060
0.286 -0.698 0.221
0.226 -0.444 0.151
0.116 -0.414 -0.022
0.412 0.035 0.492


No. 3
Entry from the Open Molecules 2025 dataset: a cluster of 2 separate species, C2H2F3OP in total (ωB97M-V/def2-TZVPD).

Results
**Charge**: 0
**Gap between HOMO and LUMO (alpha / beta)**: 8.3 / 5.4 eV
**Spin multiplicity**: 1
**HOMO energy (alpha / beta)**: -10.5 / -8.5 eV
**Energy above the lowest of the compared OMol25 structures with the same formula, charge and spin**: 172.0 kcal/mol

Last column: Mulliken charge in e.
Geometry (Å):
P -0.1475 0.5334 -0.8405  -0.052
F -3.5015 -0.0595 1.1090  -0.226
F -3.8495 0.8465 -0.8145  -0.198
F -3.0106 -1.1226 -0.6981  -0.253
O -1.8731 2.6639 -0.0078  -0.456
C -1.6308 0.6438 -0.0719  0.075
C -2.9961 0.1012 -0.1198  0.899
H 0.5830 1.5733 -0.2974  0.116
H 0.4351 -0.6591 -0.3877  0.095

Cartesian forces, eV/Å:
0.031 -0.454 -0.398
0.284 0.157 0.109
0.323 0.224 0.000
0.209 -0.242 -0.067
0.910 -4.992 -0.034
-1.146 5.870 0.250
-0.970 -0.836 -0.207
0.216 0.407 0.300
0.143 -0.133 0.046


No. 4
Entry from the Open Molecules 2025 dataset: a cluster of 7 separate species, H14O7 in total (ωB97M-V/def2-TZVPD).

Results
**Structure (SMILES)**: O.O.O.O.O.O.O
**Charge**: 0
**Gap between HOMO and LUMO**: 9.6 eV
**Spin multiplicity**: 1
**HOMO energy**: -9.8 eV
**Energy above the lowest of the compared OMol25 structures with the same formula, charge and spin**: 92.9 kcal/mol

Last column: Mulliken charge in e.
Geometry (Å):
O -1.1065 0.4609 -0.6111  -0.765
O 0.9098 -0.7644 2.0092  -0.558
O -0.9437 0.9923 -2.9052  -0.609
O 3.0716 -1.9299 -1.5933  -0.619
O -5.1991 -1.1783 0.4981  -0.626
O -1.0811 2.0120 0.6437  -0.587
O 4.0222 1.1206 0.9342  -0.611
H -1.5278 -0.3165 -0.2275  0.305
H -4.6520 -0.4206 0.7340  0.312
H 3.8390 0.7460 1.8032  0.290
H 1.5073 -0.2800 2.5900  0.286
H -4.5923 -1.9263 0.5350  0.315
H -0.2924 0.7346 -3.5673  0.285
H 2.1791 -1.6927 -1.3175  0.298
H 3.7217 2.0337 1.0044  0.320
H 2.9450 -2.3781 -2.4372  0.317
H -0.7983 0.3742 -2.1801  0.373
H -1.9538 1.6074 0.5815  0.315
H -0.1918 0.4032 -0.3130  0.371
H 1.0696 -1.6895 2.2272  0.300
H -0.9265 2.0914 1.5918  0.289

Cartesian forces, eV/Å:
-0.113 -4.595 -1.910
0.029 -0.062 0.074
0.574 0.020 -1.636
-0.200 -0.101 -0.089
0.263 -0.002 0.069
-0.148 3.206 3.280
-0.139 0.073 0.216
0.128 -0.288 -0.106
-0.156 -0.006 -0.037
0.122 -0.005 -0.134
-0.098 0.003 -0.109
-0.133 0.000 -0.025
-0.171 0.236 -0.217
0.131 0.055 0.038
0.044 -0.034 -0.092
0.074 0.032 0.060
-0.395 0.226 0.141
0.410 0.456 -0.019
-0.171 0.272 0.372
-0.018 0.038 -0.052
-0.032 0.476 0.176


No. 5
Entry from the Open Molecules 2025 dataset: a cluster of 2 separate species, C3H5IO2S in total (ωB97M-V/def2-TZVPD).

Results
**Charge**: 0
**Gap between HOMO and LUMO (alpha / beta)**: 8.1 / 5.5 eV
**Spin multiplicity**: 1
**HOMO energy (alpha / beta)**: -9.4 / -8.7 eV
**Energy above the lowest of the compared OMol25 structures with the same formula, charge and spin**: 53.8 kcal/mol

Last column: Mulliken charge in e.
Geometry (Å):
I -1.0384 -2.7622 2.8778  -0.015
S -1.8584 -2.8086 0.4321  0.603
O -3.1112 -3.5200 0.4415  -0.442
O -0.7483 -3.3790 -0.3101  -0.470
C -1.0433 0.0745 -0.0378  -0.149
C 0.1802 -0.4696 -0.5783  -0.317
C 0.0854 0.0872 0.8414  -0.157
H 0.6847 0.0618 -1.3785  0.234
H 0.5093 1.0468 1.1208  0.252
H 0.1457 -0.6375 1.6568  -0.117
H 0.2763 -1.5490 -0.6729  0.226
H -1.9254 0.6055 -0.3151  0.353

Cartesian forces, eV/Å:
0.010 -0.148 0.365
0.347 0.122 -0.308
0.232 0.368 -0.096
-0.506 0.190 0.226
-0.133 -1.320 -0.062
0.172 0.161 -0.339
0.222 0.117 0.373
-0.009 0.175 0.054
-0.005 0.071 -0.094
-0.081 -0.049 -0.158
-0.001 0.052 0.106
-0.249 0.262 -0.065


No. 6
Entry from the Open Molecules 2025 dataset: a cluster of 2 separate species, C16H17N in total (ωB97M-V/def2-TZVPD).

Results
**Structure (SMILES)**: Cc1c[nH]c2ccccc12.Cc1ccccc1
**Charge**: 0
**Gap between HOMO and LUMO**: 8.6 eV
**Spin multiplicity**: 1
**HOMO energy**: -7.8 eV
**Energy above the lowest of the compared OMol25 structures with the same formula, charge and spin**: 10.6 kcal/mol

Last column: Mulliken charge in e.
Geometry (Å):
N -0.3807 -4.4680 -2.4008  -0.067
C -0.7026 -1.4306 -0.5865  -0.538
C -1.6481 3.9494 2.6238  -1.418
C -1.0688 -3.3544 -1.9793  -0.399
C 0.6491 2.9220 2.3212  -0.366
C 0.9937 -3.3702 -0.9975  0.488
C 1.9808 2.9495 1.9427  -0.461
C 2.4972 4.1105 1.3808  -0.416
C -2.3707 -2.9642 -2.3014  -0.633
C -2.7677 -1.7410 -1.8293  -0.540
C -1.9941 -1.0766 -0.8533  -0.497
C 2.1616 -3.1883 -0.0777  -1.262
C 0.8406 -4.4858 -1.7773  -0.627
C 1.6510 5.1994 1.2247  -0.369
C -0.2062 4.0204 2.2166  0.781
C -0.2190 -2.6380 -1.1407  1.001
C 0.3087 5.1461 1.5768  -0.454
H -0.2919 6.0363 1.4516  0.345
H 3.5150 4.1549 1.0229  0.364
H -0.8072 -5.2516 -2.8605  0.207
H -1.8780 3.1072 3.2681  0.377
H -2.2567 3.8376 1.7194  0.297
H -1.9648 4.8820 3.0885  0.361
H -2.9343 -3.6262 -2.9448  0.325
H 2.9206 -2.5277 -0.4904  0.264
H -0.1439 -0.8388 0.1241  0.470
H 1.6013 -5.2315 -1.9568  0.396
H 2.5656 2.0458 2.0740  0.359
H 2.5800 -4.1573 0.1934  0.358
H 1.9922 6.0814 0.6907  0.334
H 0.1487 2.0091 2.6304  0.269
H 1.8484 -2.7445 0.8685  0.329
H -3.7535 -1.3611 -2.0588  0.349
H -2.4776 -0.2160 -0.4111  0.374

Cartesian forces, eV/Å:
-0.189 -0.277 -0.039
-0.094 -0.586 0.528
-0.152 0.156 -0.585
-0.067 -0.479 -0.309
-0.974 -0.152 0.160
0.271 -1.119 -0.159
-0.187 -0.031 -0.039
-0.207 -0.112 0.146
0.792 -0.043 -0.480
-0.618 -0.652 0.844
-0.521 0.750 -1.033
-0.322 0.433 0.210
0.473 0.445 0.232
-0.138 0.126 -0.794
0.565 -0.022 -0.621
-0.070 1.241 0.617
0.361 0.129 0.875
-0.179 0.004 -0.113
0.103 0.021 0.093
0.090 0.018 -0.101
0.108 -0.024 0.176
-0.056 -0.019 0.104
-0.015 -0.057 0.172
-0.337 0.314 -0.129
0.220 -0.069 -0.041
0.263 -0.101 0.023
-0.321 -0.234 -0.037
0.124 0.151 -0.138
0.216 0.061 -0.242
0.158 -0.022 0.226
0.486 -0.162 0.330
-0.109 0.104 -0.003
-0.049 -0.004 -0.019
0.377 0.211 0.141